This record from the Open Molecules 2025 dataset describes a 7-piece molecular cluster, C38H83NO24PS6 overall. The level of theory is wB97M-V/def2-TZVPD.

Output
- Spin multiplicity: 1
- Molar mass: 1161.4 g/mol
- Relative energy (zero: lowest compared OMol25 entry of this formula, charge and spin): 92.0 kJ/mol
- Net charge: -1

Each atom is followed by the atoms it is bonded to, with distances in Å.
Element x y z (Å)
1 C 0.842 3.043 -0.358  P44 1.939, H135 1.088, C136 1.530, H152 1.081
2 O 5.180 7.177 3.574  S122 1.606, C148 1.432
3 C 4.265 3.743 1.066  C50 1.542, H57 1.090, H70 1.088, C84 1.524
4 O 1.511 -8.064 -1.654  S130 1.418
5 H -3.684 -4.258 2.401  C151 1.092
6 H 1.630 1.111 1.521  N53 1.010
7 O 4.382 10.562 6.780  S128 1.419
8 C -5.316 -3.899 -6.059  H47 1.085, C110 1.515, O112 1.438, H115 1.091
9 H 2.503 6.387 1.203  C33 1.086
10 H 3.273 12.466 4.460  C146 1.092
11 H 5.802 -0.899 2.566  C22 1.085
12 C -0.834 0.897 3.575  C52 1.547, H55 1.088, C86 1.549, H137 1.086
13 H 6.866 9.958 3.994  C42 1.087
14 H 8.388 -2.141 1.735  C17 1.083
15 H -4.493 -5.664 -9.530  C43 1.092
16 H 5.748 -2.647 2.468  C22 1.088
17 C 7.751 -1.783 2.534  H14 1.083, C22 1.537, H88 1.086, H89 1.086
18 H -6.066 -6.879 -10.939  C119 1.086
19 H 0.366 -2.952 3.984  C29 1.085
20 S -4.840 -5.576 -4.295  O28 1.595, O112 1.594, O118 1.416, O144 1.423
21 C -1.008 -0.318 0.003  P44 1.917, H49 1.090, C147 1.521, H153 1.089
22 C 6.273 -1.764 2.112  H11 1.085, H16 1.088, C17 1.537, C101 1.535
23 H 1.190 -3.751 2.651  C29 1.085
24 H -2.681 0.403 -1.058  C147 1.092
25 H -7.184 -4.853 -6.638  C110 1.082
26 O 3.626 12.881 6.448  S128 1.604, C146 1.436
27 O -7.115 -2.698 -10.861  S111 1.414
28 O -6.211 -5.817 -5.075  S20 1.595, C110 1.441
29 C 0.671 -3.915 3.589  H19 1.085, H23 1.085, C32 1.545, H113 1.087
30 H -1.949 -7.343 -3.898  C68 1.087
31 C -6.716 -3.089 0.244  H79 1.093, C93 1.505, H99 1.087, O106 1.438
32 C -0.500 -4.914 3.447  C29 1.545, C82 1.535, H108 1.087, H131 1.086
33 C 2.235 5.367 0.946  H9 1.086, C50 1.547, H73 1.087, C134 1.535
34 H -2.943 -2.078 1.885  C94 1.088
35 H -5.470 -4.853 0.375  C93 1.087
36 H -7.240 -4.029 -5.064  C110 1.092
37 H 6.257 -2.664 0.165  C101 1.083
38 H -2.825 1.660 4.062  C52 1.087
39 O 1.218 -6.367 -3.434  S130 1.416
40 O -0.738 -7.278 -2.234  C68 1.437, S130 1.601
41 H -2.349 -5.070 1.537  C151 1.086
42 C 5.992 9.312 4.025  H13 1.087, O90 1.435, H107 1.090, C148 1.513
43 C -4.713 -5.230 -10.508  H15 1.092, H114 1.086, O117 1.434, C119 1.514
44 P -0.104 1.368 -0.107  C1 1.939, C21 1.917, N53 1.830, H71 1.491, H96 1.473, H102 1.464
45 H -1.834 -3.248 3.880  C82 1.086
46 H 0.879 12.802 6.348  C77 1.092
47 H -5.442 -2.832 -6.209  C8 1.085
48 H -2.490 -4.818 4.245  C82 1.090
49 H -1.476 -0.354 0.987  C21 1.090
50 C 3.103 4.427 1.815  C3 1.542, C33 1.547, H95 1.087, H120 1.088
51 H 3.438 1.822 0.628  C84 1.085
52 C -2.340 1.088 3.276  C12 1.547, H38 1.087, H75 1.087, H141 1.084
53 N 0.623 1.040 1.540  H6 1.010, P44 1.830, C86 1.454
54 H -3.008 -3.781 -0.341  C69 1.092
55 H -0.604 1.150 4.608  C12 1.088
56 H -1.307 -2.616 1.731  C94 1.087
57 H 4.219 3.975 0.002  C3 1.090
58 H 2.566 13.991 5.048  C146 1.086
59 H 6.586 7.496 5.065  C148 1.087
60 H -0.422 2.705 2.411  C86 1.095
61 H 0.547 4.713 2.104  C134 1.090
62 H 6.282 1.192 -1.358  C81 1.087
63 H -1.429 -2.986 -0.470  C69 1.084
64 H -3.599 -1.934 -1.603  C143 1.094
65 C 5.554 1.615 0.621  C81 1.527, C84 1.545, H92 1.090, H132 1.084
66 H -0.794 -9.966 -2.811  C125 1.093
67 H 3.611 -0.125 -1.298  C127 1.087
68 C -1.654 -7.993 -3.079  H30 1.087, O40 1.437, H91 1.087, C125 1.513
69 C -2.426 -2.902 -0.053  H54 1.092, H63 1.084, C94 1.538, C143 1.543
70 H 5.219 4.143 1.405  C3 1.088
71 H 1.084 0.692 -0.705  P44 1.491
72 O 3.148 11.747 8.571  S128 1.416
73 H 2.520 5.229 -0.094  C33 1.087
74 S -8.434 -4.219 -1.139  O87 1.599, O97 1.420, O98 1.421, O106 1.603
75 H -2.815 0.114 3.192  C52 1.087
76 H -0.954 4.153 0.263  C136 1.092
77 C 1.525 12.195 5.710  H46 1.092, H78 1.086, O80 1.432, C146 1.514
78 H 0.957 11.829 4.859  C77 1.086
79 H -7.085 -3.274 1.256  C31 1.093
80 O 2.017 11.093 6.480  C77 1.432, S128 1.600
81 C 5.344 1.130 -0.812  H62 1.087, C65 1.527, C127 1.544, H129 1.090
82 C -1.892 -4.270 3.517  C32 1.535, H45 1.086, H48 1.090, C151 1.542
83 H 0.090 4.992 -0.875  C136 1.089
84 C 4.262 2.226 1.207  C3 1.524, H51 1.085, C65 1.545, H139 1.088
85 O -7.040 -5.124 -10.417  S111 1.603, C119 1.434
86 C 0.077 1.767 2.675  C12 1.549, N53 1.454, H60 1.095, H145 1.096
87 O -7.188 -5.145 -0.756  S74 1.599, C93 1.439
88 H 8.047 -0.782 2.832  C17 1.086
89 H 7.888 -2.401 3.416  C17 1.086
90 O 5.226 9.463 2.822  C42 1.435, S122 1.607
91 H -2.534 -8.284 -2.512  C68 1.087
92 H 6.279 2.426 0.571  C65 1.090
93 C -6.083 -4.320 -0.348  C31 1.505, H35 1.087, O87 1.439, H121 1.086
94 C -2.331 -2.881 1.481  H34 1.088, H56 1.087, C69 1.538, C151 1.531
95 H 3.494 4.973 2.670  C50 1.087
96 H -0.660 1.554 -1.458  P44 1.473
97 O -9.539 -4.601 -0.334  S74 1.420
98 O -8.547 -4.139 -2.553  S74 1.421
99 H -6.036 -2.242 0.260  C31 1.087
100 H -3.837 -1.240 0.000  C143 1.093
101 C 6.088 -1.682 0.590  C22 1.535, H37 1.083, C105 1.541, H142 1.091
102 H -1.279 2.035 0.455  P44 1.464
103 H 4.076 -2.031 -0.023  C105 1.087
104 O 3.067 8.304 3.041  S122 1.417
105 C 4.679 -1.165 0.239  C101 1.541, H103 1.087, C127 1.529, H150 1.086
106 O -7.847 -2.826 -0.604  C31 1.438, S74 1.603
107 H 5.361 9.590 4.870  C42 1.090
108 H -0.361 -5.466 2.521  C32 1.087
109 H 0.250 6.133 1.141  C134 1.091
110 C -6.618 -4.610 -5.748  C8 1.515, H25 1.082, O28 1.441, H36 1.092
111 S -6.562 -3.658 -9.982  O27 1.414, O85 1.603, O117 1.602, O133 1.421
112 O -4.497 -4.142 -4.902  C8 1.438, S20 1.594
113 H 1.410 -4.333 4.267  C29 1.087
114 H -3.851 -5.347 -11.159  C43 1.086
115 H -4.815 -4.331 -6.927  C8 1.091
116 H -1.261 -9.603 -4.490  C125 1.086
117 O -5.010 -3.838 -10.331  C43 1.434, S111 1.602
118 O -5.109 -5.420 -2.913  S20 1.416
119 C -5.981 -5.808 -11.100  H18 1.086, C43 1.514, O85 1.434, H149 1.092
120 H 2.462 3.633 2.192  C50 1.088
121 H -5.484 -4.076 -1.221  C93 1.086
122 S 4.384 8.121 2.549  O2 1.606, O90 1.607, O104 1.417, O140 1.415
123 H 7.183 7.614 3.392  C148 1.092
124 H 5.156 -0.764 -1.781  C127 1.092
125 C -0.859 -9.184 -3.571  H66 1.093, C68 1.513, H116 1.086, O138 1.432
126 H -1.669 -0.671 -2.025  C147 1.089
127 C 4.643 -0.236 -0.975  H67 1.087, C81 1.544, C105 1.529, H124 1.092
128 S 3.390 11.485 7.201  O7 1.419, O26 1.604, O72 1.416, O80 1.600
129 H 4.695 1.868 -1.282  C81 1.090
130 S 0.768 -7.508 -2.727  O4 1.418, O39 1.416, O40 1.601, O138 1.608
131 H -0.411 -5.624 4.263  C32 1.086
132 H 5.994 0.875 1.281  C65 1.084
133 O -6.707 -3.552 -8.572  S111 1.421
134 C 0.725 5.151 1.121  C33 1.535, H61 1.090, H109 1.091, C136 1.537
135 H 1.077 3.075 -1.420  C1 1.088
136 C 0.089 4.328 -0.011  C1 1.530, H76 1.092, H83 1.089, C134 1.537
137 H -0.544 -0.136 3.404  C12 1.086
138 O 0.456 -8.667 -3.798  C125 1.432, S130 1.608
139 H 4.183 1.971 2.263  C84 1.088
140 O 4.648 7.698 1.225  S122 1.415
141 H -2.438 1.608 2.330  C52 1.084
142 H 6.825 -0.970 0.216  C101 1.091
143 C -3.087 -1.655 -0.677  H64 1.094, C69 1.543, H100 1.093, C147 1.545
144 O -3.893 -6.530 -4.761  S20 1.423
145 H 0.921 2.048 3.314  C86 1.096
146 C 2.769 12.953 5.298  H10 1.092, O26 1.436, H58 1.086, C77 1.514
147 C -2.100 -0.522 -1.036  C21 1.521, H24 1.092, H126 1.089, C143 1.545
148 C 6.351 7.842 4.062  O2 1.432, C42 1.513, H59 1.087, H123 1.092
149 H -6.061 -5.591 -12.167  C119 1.092
150 H 4.214 -0.671 1.087  C105 1.086
151 C -2.619 -4.223 2.159  H5 1.092, H41 1.086, C82 1.542, C94 1.531
152 H 1.783 2.953 0.166  C1 1.081
153 H -0.289 -1.135 -0.035  C21 1.089